[1]
Formula: Hg4O4S
Source: the Open Molecules 2025 dataset
Level of theory: wB97M-V/def2-TZVPD

The geometry in XYZ format:
```
9
Properties=species:S:1:pos:R:3
Hg 0.6307 0.3366 3.0116
Hg -2.9631 -1.3298 -1.9635
Hg -0.6797 3.4733 -0.3628
Hg 2.1701 -2.0684 0.1728
S 0.1257 -0.0715 -0.2242
O 1.2419 -0.4655 -1.1301
O -1.2405 -0.5268 -0.6017
O 0.4991 -0.7800 1.0914
O 0.2158 1.4321 0.0066
```

LUMO energy	-26.4741	eV
F_max	3.21	eV/A
Kohn-Sham gap	7.81	eV
net charge	+6
highest occupied orbital energy	-34.29	eV

Atom charges from the Löwdin analysis, given in e for atoms 1 to 2:
1. Hg 1.75
2. Hg 1.83

***

[2]
Formula: I2NO
Source: the Open Molecules 2025 dataset
Level of theory: wB97M-V/def2-TZVPD

The geometry in XYZ format:
```
4
Properties=species:S:1:pos:R:3
N -0.7571 0.2778 0.1401
O -1.1905 -0.8078 0.0056
I 0.2978 0.5918 2.3827
I 1.6498 -0.0618 -2.5285
```

LUMO energy (spin up / spin down)	1.5929 / 1.4976	eV
F_max	5.73	eV/A
Kohn-Sham gap (spin up / spin down)	5.39 / 5.29	eV
net charge	-1
highest occupied orbital energy (spin up / spin down)	-3.80 / -3.79	eV

Atom charges from the Löwdin analysis, given in e for atoms 1 to 2:
1. N -0.16
2. O -0.09

***

[3]
Formula: I4Zn
Source: the Open Molecules 2025 dataset
Level of theory: wB97M-V/def2-TZVPD

The geometry in XYZ format:
```
5
Properties=species:S:1:pos:R:3
Zn 0.0337 0.1540 -0.0044
I 0.2097 -0.9005 2.6109
I 0.8503 2.6281 0.2151
I 1.3662 -2.0046 -1.4066
I -2.4598 0.1231 -1.4151
```

LUMO energy	4.9294	eV
F_max	0.82	eV/A
Kohn-Sham gap	6.77	eV
net charge	-2
highest occupied orbital energy	-1.84	eV

Atom charges from the Löwdin analysis, given in e for atoms 1 to 2:
1. Zn -0.48
2. I -0.40

***

[4]
Formula: INO6S
Source: the Open Molecules 2025 dataset
Level of theory: wB97M-V/def2-TZVPD

The geometry in XYZ format:
```
9
Properties=species:S:1:pos:R:3
N -0.6410 -0.9193 -0.3973
O -1.6245 -0.3653 -0.8369
O 1.1416 -3.1364 -1.0345
O 2.1129 -1.6952 0.8022
O 2.7198 -1.2831 -1.4368
O 0.5228 -0.5800 -0.9261
O -0.6061 -1.7673 0.4583
S 1.7350 -1.9078 -0.5800
I -5.3605 11.6543 3.9511
```

LUMO energy	4.9035	eV
F_max	3.42	eV/A
Kohn-Sham gap	7.12	eV
net charge	-2
highest occupied orbital energy	-2.22	eV

Atom charges from the Löwdin analysis, given in e for atoms 1 to 2:
1. N -0.51
2. O 0.06

***

[5]
Formula: IY
Source: the Open Molecules 2025 dataset
Level of theory: wB97M-V/def2-TZVPD

The geometry in XYZ format:
```
2
Properties=species:S:1:pos:R:3
Y 0.8072 2.8719 -22.1580
I -0.9426 4.6643 -23.4446
```

LUMO energy (spin up / spin down)	-17.8818 / -19.6246	eV
F_max	1.00	eV/A
Kohn-Sham gap (spin up / spin down)	8.66 / 6.54	eV
⟨S²⟩	0.754
net charge	+3
highest occupied orbital energy (spin up / spin down)	-26.55 / -26.17	eV
spin multiplicity	2

In elementary charge units, the Löwdin charges are:
1. Y 2.01
2. I 0.99

***

[6]
Formula: IZn
Source: the Open Molecules 2025 dataset
Level of theory: wB97M-V/def2-TZVPD

The geometry in XYZ format:
```
2
Properties=species:S:1:pos:R:3
Zn 25.3503 -1.4407 -11.8108
I 25.4081 -0.6170 -14.2580
```

LUMO energy	-8.6453	eV
F_max	1.72	eV/A
Kohn-Sham gap	6.45	eV
net charge	+1
highest occupied orbital energy	-15.10	eV

In elementary charge units, the Löwdin charges are:
1. Zn 0.76
2. I 0.24

***

[7]
Formula: IZn2
Source: the Open Molecules 2025 dataset
Level of theory: wB97M-V/def2-TZVPD

The geometry in XYZ format:
```
3
Properties=species:S:1:pos:R:3
Zn 1.8721 -0.7724 1.0818
Zn -1.6661 1.4598 -0.3130
I -0.2060 -0.6875 -0.7687
```

LUMO energy	-17.7317	eV
F_max	0.84	eV/A
Kohn-Sham gap	7.35	eV
net charge	+3
highest occupied orbital energy	-25.08	eV

Atom charges from the Löwdin analysis, given in e for atoms 1 to 2:
1. Zn 1.22
2. Zn 1.13

***

[8]
Formula: InNO3
Source: the Open Molecules 2025 dataset
Level of theory: wB97M-V/def2-TZVPD

The geometry in XYZ format:
```
5
Properties=species:S:1:pos:R:3
In -1.8419 0.7538 1.4388
N 0.4515 -0.1902 -0.3713
O 0.2350 -1.3852 -0.4365
O -0.3440 0.5461 0.1500
O 1.4993 0.2754 -0.7809
```

LUMO energy	-17.3695	eV
F_max	7.60	eV/A
Kohn-Sham gap	4.51	eV
net charge	+2
highest occupied orbital energy	-21.88	eV

Atom charges from the Löwdin analysis, given in e for atoms 1 to 2:
1. In 1.74
2. N -0.48

***

[9]
Formula: LiNa
Source: the Open Molecules 2025 dataset
Level of theory: wB97M-V/def2-TZVPD

The geometry in XYZ format:
```
2
Properties=species:S:1:pos:R:3
Na 0.0000 0.0000 0.0000
Li 0.3961 0.5430 5.9622
```

LUMO energy	-8.6469	eV
F_max	0.40	eV/A
Kohn-Sham gap	35.99	eV
net charge	+2
highest occupied orbital energy	-44.64	eV

In elementary charge units, the Löwdin charges are:
1. Na 1.00
2. Li 1.00

***

[10]
Formula: MgN6O18
Source: the Open Molecules 2025 dataset
Level of theory: wB97M-V/def2-TZVPD

The geometry in XYZ format:
```
25
Properties=species:S:1:pos:R:3
Mg 0.1366 0.1107 0.0073
N 1.0602 -1.2709 2.7983
O 1.0789 -0.3883 1.9005
O 0.1195 -1.3304 3.6091
O 2.0395 -2.0601 2.8984
N -0.8689 -2.6787 -1.0482
O -1.6195 -2.4013 -2.0090
O -0.2751 -1.7379 -0.4563
O -0.6719 -3.8496 -0.6977
N -2.8689 0.0329 1.6673
O -3.3643 0.9850 2.3164
O -1.7557 0.1866 1.1088
O -3.4467 -1.0669 1.5717
N -0.9848 0.9177 -3.0180
O -2.1121 1.3339 -3.3914
O -0.0907 0.7235 -3.8736
O -0.7732 0.7218 -1.8093
N 3.0560 -0.4053 -1.0969
O 3.2255 -1.5736 -0.7235
O 3.9205 0.2189 -1.7382
O 1.9569 0.1744 -0.8506
N 0.5602 3.3359 0.7049
O 1.2464 3.7893 1.6462
O -0.1039 4.1167 -0.0029
O 0.5356 2.1158 0.4870
```

LUMO energy	9.8816	eV
F_max	1.43	eV/A
Kohn-Sham gap	7.69	eV
net charge	-4
highest occupied orbital energy	2.19	eV

Atom charges from the Löwdin analysis, given in e for atoms 1 to 2:
1. Mg 0.70
2. N -0.57

***

[11]
Formula: N2O6
Source: the Open Molecules 2025 dataset
Level of theory: wB97M-V/def2-TZVPD

The geometry in XYZ format:
```
8
Properties=species:S:1:pos:R:3
O -0.9903 -0.6007 0.8959
N -1.4667 0.1032 0.0779
O -2.5646 0.5511 -0.0011
O -0.6631 0.4929 -0.9910
O 0.5531 -0.4456 -1.0220
N 1.4998 -0.1095 0.1133
O 1.0722 0.5808 0.9449
O 2.5598 -0.5721 -0.0180
```

LUMO energy	-0.9567	eV
F_max	3.59	eV/A
structure (SMILES)	O=[N+]([O-])OO[N+](=O)[O-]
Kohn-Sham gap	11.32	eV
net charge	0
highest occupied orbital energy	-12.28	eV

Atom charges from the Löwdin analysis, given in e for atoms 1 to 2:
1. O 0.14
2. N -0.43

***

[12]
Formula: N2O6S2
Source: the Open Molecules 2025 dataset
Level of theory: wB97M-V/def2-TZVPD

The geometry in XYZ format:
```
10
Properties=species:S:1:pos:R:3
N -1.1823 -0.3569 0.7718
N 2.9208 0.5459 -0.3410
O -3.5310 0.0535 1.4266
O 2.9804 -0.0729 0.7108
O 3.8299 1.2740 -0.7315
O 1.8756 0.3915 -1.0584
O -3.2581 -0.6963 -0.8196
O -2.6658 1.5084 -0.3011
S -0.0384 -0.9096 -0.0878
S -2.7381 0.1733 0.2362
```

LUMO energy (spin up / spin down)	6.0140 / 6.0153	eV
F_max	3.05	eV/A
Kohn-Sham gap (spin up / spin down)	6.82 / 6.82	eV
net charge	-2
highest occupied orbital energy (spin up / spin down)	-0.80 / -0.80	eV

Atom charges from the Löwdin analysis, given in e for atoms 1 to 2:
1. N -0.66
2. N -0.65

***

[13]
Formula: N2O7P
Source: the Open Molecules 2025 dataset
Level of theory: wB97M-V/def2-TZVPD

The geometry in XYZ format:
```
10
Properties=species:S:1:pos:R:3
O -2.4083 -1.5190 -0.3209
N -2.5939 -0.4799 0.3058
O -1.6930 0.4448 0.5080
P -0.1800 0.9875 -0.0760
O 0.3151 1.8368 1.0460
O -0.3127 1.3233 -1.5019
O 0.4946 -0.6912 0.2236
N 1.7461 -0.6469 0.0113
O 2.2059 0.3471 -0.5426
O 2.4263 -1.6024 0.3466
```

LUMO energy	3.7139	eV
F_max	3.88	eV/A
structure (SMILES)	O=NO[P@](=O)([O-])O[N+](=O)[O-]
Kohn-Sham gap	10.19	eV
net charge	-1
highest occupied orbital energy	-6.48	eV

Atom charges from the Löwdin analysis, given in e for atoms 1 to 2:
1. O -0.02
2. N -0.13

***

[14]
Formula: N3O
Source: the Open Molecules 2025 dataset
Level of theory: wB97M-V/def2-TZVPD

The geometry in XYZ format:
```
4
Properties=species:S:1:pos:R:3
N -0.6869 -1.3795 0.6999
N -0.2831 -0.4874 0.1703
N 0.5660 0.4074 -0.2297
O 0.4040 1.4595 -0.6405
```

LUMO energy	-9.9876	eV
F_max	7.73	eV/A
structure (SMILES)	N#[N+]N=O
Kohn-Sham gap	8.62	eV
net charge	+1
highest occupied orbital energy	-18.61	eV

Atom charges from the Löwdin analysis, given in e for atoms 1 to 2:
1. N 0.49
2. N 0.11

***

[15]
Formula: N3O9Pb
Source: the Open Molecules 2025 dataset
Level of theory: wB97M-V/def2-TZVPD

The geometry in XYZ format:
```
13
Properties=species:S:1:pos:R:3
Pb -0.4771 0.5937 0.6414
N 2.3647 -1.3262 -0.8480
O 2.7283 -1.8266 0.1857
O 1.2815 -0.5422 -0.9237
O 3.2401 -1.2481 -1.7761
N -0.4442 -2.5029 1.6971
O -0.9015 -2.7223 0.5032
O 0.0982 -1.4426 1.7673
O -1.2374 -2.8196 2.7120
N -1.7312 3.5286 -0.7329
O -0.8992 2.6612 -0.3873
O -1.2966 4.5643 -1.4230
O -2.7257 3.0827 -1.4157
```

LUMO energy	0.2645	eV
F_max	12.01	eV/A
Kohn-Sham gap	6.67	eV
net charge	-1
highest occupied orbital energy	-6.41	eV

Atom charges from the Löwdin analysis, given in e for atoms 1 to 2:
1. Pb 1.81
2. N -0.53

***

[16]
Formula: N3O9Rb
Source: the Open Molecules 2025 dataset
Level of theory: wB97M-V/def2-TZVPD

The geometry in XYZ format:
```
13
Properties=species:S:1:pos:R:3
Rb -20.0911 -2.7365 2.6402
N -18.9659 -4.8238 5.2771
O -19.6962 -5.0155 4.2577
O -17.7236 -4.6855 5.1431
O -19.4710 -4.8589 6.3955
N -23.6369 -2.6046 4.7806
O -24.5208 -3.3109 5.3178
O -22.4333 -2.9027 4.8827
O -23.9881 -1.6079 4.1016
N -20.1202 -0.7658 5.5756
O -20.4799 -0.6083 4.3856
O -19.6702 -1.8394 5.9918
O -20.2782 0.1964 6.3795
```

LUMO energy	3.6175	eV
F_max	1.71	eV/A
Kohn-Sham gap	5.15	eV
net charge	-2
highest occupied orbital energy	-1.53	eV

Atom charges from the Löwdin analysis, given in e for atoms 1 to 2:
1. Rb 0.97
2. N -0.64

***

[17]
Formula: NNi3O7P
Source: the Open Molecules 2025 dataset
Level of theory: wB97M-V/def2-TZVPD

The geometry in XYZ format:
```
12
Properties=species:S:1:pos:R:3
Ni 1.1687 2.6067 -0.1425
Ni -1.6544 -0.8641 -1.6137
Ni 0.0426 -2.0522 1.1662
N 1.2664 -0.4806 -1.2277
O 0.3903 -0.5532 -2.1077
O 1.7150 0.6212 -1.0103
O 1.4837 -1.3761 -0.4034
P -0.9011 0.3997 1.0987
O 0.2951 -0.1579 1.8430
O -0.5072 1.6377 0.2874
O -2.0912 1.0079 1.8978
O -1.2079 -0.7893 0.2122
```

LUMO energy (spin up / spin down)	-14.3865 / -16.2721	eV
F_max	5.05	eV/A
Kohn-Sham gap (spin up / spin down)	8.97 / 6.96	eV
⟨S²⟩	15.764
net charge	+3
highest occupied orbital energy (spin up / spin down)	-23.36 / -23.23	eV
spin multiplicity	8

Atom charges from the Löwdin analysis, given in e for atoms 1 to 2:
1. Ni 1.44
2. Ni 1.35

***

[18]
Formula: NO3Tl
Source: the Open Molecules 2025 dataset
Level of theory: wB97M-V/def2-TZVPD

The geometry in XYZ format:
```
5
Properties=species:S:1:pos:R:3
Tl -4.7994 1.4876 -0.9826
N 1.1913 -0.3437 0.1388
O 1.2195 0.8647 -0.0665
O 0.1770 -0.8663 0.6066
O 2.2116 -1.1423 0.3037
```

LUMO energy	-16.6596	eV
F_max	3.88	eV/A
Kohn-Sham gap	4.78	eV
net charge	+2
highest occupied orbital energy	-21.44	eV

Atom charges from the Löwdin analysis, given in e for atoms 1 to 2:
1. Tl 1.00
2. N -0.39

***

[19]
Formula: NO3Tl
Source: the Open Molecules 2025 dataset
Level of theory: wB97M-V/def2-TZVPD

The geometry in XYZ format:
```
5
Properties=species:S:1:pos:R:3
Tl 0.7928 -0.5171 2.5607
N -0.1727 0.0859 -0.6723
O 0.1005 -1.0725 -0.8731
O 0.4886 0.8953 -0.0216
O -1.2091 0.6084 -0.9938
```

LUMO energy	-18.0429	eV
F_max	2.78	eV/A
Kohn-Sham gap	5.09	eV
net charge	+2
highest occupied orbital energy	-23.13	eV

Atom charges from the Löwdin analysis, given in e for atoms 1 to 2:
1. Tl 1.22
2. N -0.49

***

[20]
Formula: NO5P
Source: the Open Molecules 2025 dataset
Level of theory: wB97M-V/def2-TZVPD

The geometry in XYZ format:
```
7
Properties=species:S:1:pos:R:3
N -0.1951 -0.8790 -0.4744
O 0.2782 1.8253 -0.9285
O 1.8408 0.5924 0.5871
O 0.3467 -1.8019 0.1960
O -1.1606 -1.1001 -1.1754
O -1.5577 0.5811 1.6859
P 0.4476 0.7822 0.1092
```

LUMO energy (spin up / spin down)	7.1679 / 7.1671	eV
F_max	3.65	eV/A
Kohn-Sham gap (spin up / spin down)	6.50 / 6.46	eV
net charge	-2
highest occupied orbital energy (spin up / spin down)	0.67 / 0.70	eV

Atom charges from the Löwdin analysis, given in e for atoms 1 to 2:
1. N -0.49
2. O -0.46